C17H43BrNO14S3 as an isolated structure, computed with ωB97M-V/def2-TZVPD.

The charge is -1. The orbital gap is 8.6 eV. For the HOMO energy, the calculation gives -6.5710 eV. The relative energy (zero: lowest compared OMol25 entry of this formula, charge and spin) comes out at 54.1 kJ/mol.

Structure (XYZ):
```
79
Properties=species:S:1:pos:R:3:forces:R:3:mulliken_charge:R:1
O -0.479597 -4.283850 4.081787 -0.664 -0.482 1.223 -0.605
S -0.355240 -3.572552 2.862093 0.045 -0.449 0.169 1.074
O 0.690577 -4.036060 2.012018 0.691 0.265 -1.256 -0.606
C -1.881423 -3.540797 1.935995 -0.031 0.283 -0.168 -0.672
S -3.031539 -2.383665 2.722265 -0.468 1.395 -0.508 0.949
O -2.546052 -1.119862 2.252305 0.298 0.804 -1.033 -0.595
O -2.899428 -2.495951 4.131909 -0.125 -1.088 1.313 -0.600
N -4.492965 -2.572118 2.126973 0.761 -1.781 0.771 -0.431
S -5.346239 -3.917013 2.479650 -0.572 1.714 -1.110 1.028
O -6.473899 -3.605910 3.278511 -0.617 0.405 1.401 -0.622
O -5.697644 -4.546992 1.251352 0.568 -1.038 -0.959 -0.568
Br -4.213427 -5.403938 3.678739 0.248 -0.150 0.005 -0.159
H -0.165949 -2.279360 3.192677 -0.227 0.164 -0.337 -0.020
H -2.253280 -4.550130 1.796761 0.033 -0.207 0.406 0.448
H -1.657911 -3.130048 0.954053 0.046 0.148 0.023 0.313
C -5.409840 -11.634066 1.499727 -0.038 -0.002 -0.043 -0.689
O -6.665529 -10.996939 1.372419 0.110 -0.017 0.062 -0.367
C -7.045915 -10.279585 2.539285 -0.246 -0.019 -0.193 -0.552
C -6.810227 -8.793187 2.392038 0.176 0.160 0.267 -0.480
O -5.430889 -8.490852 2.309492 0.003 -0.257 -0.141 -0.279
C -4.995946 -8.210039 0.990158 0.019 0.174 0.004 -0.759
H -5.113999 -11.981391 0.510623 -0.042 -0.011 -0.012 0.242
H -4.646491 -10.949307 1.876349 -0.001 -0.005 0.020 0.292
H -5.484860 -12.500102 2.168387 0.066 0.016 0.028 0.320
H -6.514131 -10.661689 3.416361 0.039 0.020 -0.003 0.326
H -8.116455 -10.455071 2.688747 0.007 0.010 0.035 0.366
H -7.198721 -8.285983 3.281368 -0.056 0.002 -0.025 0.365
H -7.346146 -8.402774 1.521932 -0.015 -0.036 -0.023 0.346
H -5.361335 -7.229027 0.669545 0.010 -0.014 -0.023 0.283
H -5.326639 -8.977402 0.283984 -0.020 -0.012 0.011 0.388
H -3.907003 -8.189085 1.001862 0.000 0.029 0.060 0.234
C 3.497273 0.571132 0.177996 0.036 0.076 0.015 -0.757
O 2.423716 1.485059 0.040695 0.061 -0.128 -0.042 -0.359
C 1.298923 0.913080 -0.618668 -0.052 0.316 0.024 -0.148
C 0.212054 0.523507 0.356719 -0.177 -0.350 -0.124 -0.843
O 0.627892 -0.539764 1.195128 0.263 0.139 0.086 -0.067
C 0.995130 -0.097016 2.487768 -0.126 -0.044 0.110 -0.970
H 4.223457 1.014766 0.858195 -0.009 0.043 -0.011 0.223
H 3.163851 -0.383687 0.590032 -0.009 -0.011 -0.024 0.332
H 3.981248 0.400526 -0.791183 0.000 -0.074 0.013 0.330
H 1.602803 0.049225 -1.216817 0.001 -0.024 0.022 0.328
H 0.903620 1.673755 -1.300681 -0.012 -0.035 -0.026 0.168
H -0.657641 0.170131 -0.205291 -0.028 0.050 0.015 0.362
H -0.101973 1.386268 0.951000 0.021 0.023 -0.005 0.388
H 0.101065 0.190881 3.052664 0.036 0.041 0.024 0.335
H 1.691924 0.744673 2.450351 -0.007 0.016 -0.028 0.391
H 1.483846 -0.925113 3.002133 0.027 -0.021 -0.070 0.309
C 1.145055 4.740523 -4.931145 0.005 0.074 0.011 -0.775
O 2.138792 5.139461 -4.005058 -0.045 -0.096 -0.056 -0.350
C 2.217997 4.288100 -2.869059 0.169 0.306 0.019 -0.417
C 3.384271 3.333337 -2.968316 -0.101 -0.360 0.182 -0.407
O 3.202618 2.393609 -4.019000 0.032 0.133 -0.103 -0.346
C 3.948789 2.702789 -5.179624 -0.024 -0.068 0.010 -0.768
H 1.292168 5.318616 -5.842280 0.014 0.040 0.024 0.258
H 1.220312 3.677251 -5.170741 -0.016 -0.009 0.018 0.331
H 0.145730 4.954680 -4.536832 -0.025 -0.066 -0.026 0.306
H 1.282668 3.738560 -2.729858 0.009 -0.038 -0.025 0.405
H 2.363308 4.931802 -1.995630 -0.021 -0.065 0.048 0.250
H 3.451133 2.765214 -2.035227 -0.018 0.056 0.032 0.265
H 4.321391 3.884272 -3.099184 -0.026 0.050 -0.044 0.367
H 5.014287 2.505497 -5.015735 0.017 0.064 -0.034 0.307
H 3.814548 3.744732 -5.481447 0.027 0.013 0.013 0.326
H 3.594488 2.057078 -5.981856 -0.004 -0.043 0.030 0.264
C 6.228325 8.548560 -0.793242 0.016 -0.006 -0.074 -0.737
O 5.250590 8.355062 -1.797484 0.018 0.034 0.159 -0.403
C 4.207033 7.476698 -1.398624 0.019 0.020 -0.365 -0.232
C 2.959394 8.236016 -1.011182 -0.102 -0.163 0.285 -0.494
O 3.156096 9.004577 0.167246 0.093 0.092 -0.095 -0.379
C 3.360483 10.379717 -0.092493 -0.028 -0.016 0.062 -0.733
H 6.864717 9.374759 -1.107171 -0.001 -0.013 -0.046 0.253
H 5.775485 8.797156 0.169673 0.001 -0.023 0.012 0.317
H 6.847364 7.651202 -0.682982 0.001 0.009 0.076 0.321
H 4.536060 6.832503 -0.577271 -0.022 0.036 0.047 0.316
H 3.975271 6.839246 -2.258072 -0.024 -0.008 0.016 0.193
H 2.162083 7.517319 -0.797692 -0.006 -0.003 -0.048 0.337
H 2.629002 8.871604 -1.837925 0.040 0.005 -0.025 0.347
H 2.423135 10.856530 -0.400369 0.036 0.036 -0.052 0.326
H 4.118805 10.537419 -0.863522 -0.019 0.003 -0.025 0.325
H 3.699557 10.843433 0.832697 -0.034 -0.028 0.032 0.238
```
Positions in Å, forces in eV/Å.

A 7-piece molecular cluster, C17H43Cl4O5S4 overall, computed with ωB97M-V/def2-TZVPD.

The charge is 0. The orbital gap (alpha / beta) is 8.2 / 8.1 eV. Its spin multiplicity is 2. For the HOMO energy (alpha / beta), the calculation gives -8.5871 / -8.5867 eV.

Structure (XYZ):
```
73
Properties=species:S:1:pos:R:3:forces:R:3:mulliken_charge:R:1
C -5.005578 29.372048 1.258886 0.498 -0.037 0.291 -0.793
C -4.005666 28.283545 1.729012 0.873 0.139 -0.410 1.232
O -2.622160 28.455267 1.524811 -1.876 0.206 0.088 -0.371
H -4.662976 29.935312 0.390864 0.236 -0.205 -0.049 0.370
H -5.190454 30.098675 2.050044 0.132 0.063 0.137 0.097
H -5.984388 28.959203 1.014748 0.286 -0.260 -0.008 0.133
H -4.235893 27.305886 1.305601 -0.058 -0.265 -0.682 -0.051
H -4.172494 27.991233 2.765750 0.256 0.399 0.559 -0.644
C -1.451012 23.013696 3.596699 -0.607 0.596 -0.149 -1.014
S -2.308351 24.659645 4.119489 0.475 0.528 -2.970 0.513
O -1.759427 25.731367 3.132907 -1.020 -2.461 1.808 -0.511
C -4.050845 24.331612 3.411713 0.876 0.779 0.048 -0.572
H -1.758197 22.583161 2.643621 -0.472 0.611 -0.244 0.292
H -1.620947 22.199490 4.301177 0.205 0.380 0.478 0.351
H -0.402962 23.279906 3.459476 -0.029 0.036 0.498 0.348
H -3.924460 23.843827 2.445166 -0.094 -0.214 0.218 0.255
H -4.391563 25.348481 3.216825 0.204 0.157 -0.023 -0.062
H -4.819589 23.901153 4.053457 0.502 -0.497 0.159 0.393
C -3.473086 29.599213 7.005282 -0.339 -0.659 -0.268 -1.123
S -3.998920 28.546046 5.487961 1.194 0.543 0.317 0.881
O -2.819170 27.697378 5.132031 -0.899 0.401 0.400 -0.594
C -5.142159 27.475596 6.386210 0.215 0.092 0.593 -1.088
H -4.214395 30.303943 7.381997 -0.564 -0.297 -0.282 0.336
H -2.601074 30.223112 6.809240 0.153 -0.544 -0.603 0.286
H -3.254638 28.867831 7.783401 0.158 0.054 0.013 0.369
H -4.554058 26.908477 7.107743 0.017 0.186 0.237 0.439
H -5.650226 26.723671 5.782412 0.097 0.398 -0.480 0.172
H -5.857196 28.140333 6.870921 -0.155 -0.191 0.131 0.343
C -0.226838 32.859819 4.262170 -0.993 0.262 -0.123 -0.991
S -1.675787 31.961242 3.461850 1.064 -2.197 0.770 0.436
O -1.579244 30.511541 3.947297 -0.329 1.929 -0.535 -0.520
C -3.201147 32.634089 4.258666 1.179 0.502 -0.297 -0.615
H -0.143549 32.619941 5.322181 -0.523 0.340 0.078 0.264
H -0.427806 33.896744 3.992936 -0.043 0.280 0.659 0.366
H 0.775860 32.681435 3.873745 -0.446 -0.776 -0.733 0.345
H -3.208167 33.709799 4.082868 -0.030 0.100 0.128 0.506
H -3.241759 32.408138 5.324222 -0.064 -0.158 -0.158 0.234
H -4.005248 32.205296 3.660632 0.048 -0.245 0.282 -0.012
C -0.652706 25.269163 -0.349664 -0.014 -0.950 -0.549 -0.689
S -1.814100 24.906508 -1.826323 -1.211 -1.927 1.980 0.443
O -1.955835 23.409406 -2.178636 0.873 2.378 0.657 -0.613
C -3.346009 25.168158 -0.783421 0.081 0.230 0.213 -0.320
H -0.611177 24.492795 0.414299 -0.591 -0.416 -0.272 0.202
H -0.969681 26.156772 0.197856 0.017 0.287 -0.499 0.219
H 0.365673 25.301195 -0.736939 -0.126 0.494 -0.163 0.368
H -3.390121 24.599703 0.145558 0.698 -0.740 -0.279 -0.014
H -4.212967 24.869622 -1.372792 0.168 0.262 -0.195 0.411
H -3.441104 26.166949 -0.357411 0.120 0.428 -0.793 0.013
C -9.044505 27.639455 2.531511 -1.256 0.987 0.414 0.235
Cl -8.484741 29.016412 1.496074 -0.157 -0.894 0.931 -0.074
Cl -9.363283 26.250531 1.544621 0.367 -0.348 -0.185 -0.073
Cl -7.953431 27.236668 3.904015 -0.449 0.509 -0.956 -0.022
Cl -10.703221 28.152445 3.206016 1.297 -0.198 -0.136 -0.114
C -7.375348 31.439087 4.517808 0.077 0.339 -0.067 -0.918
C -7.401447 32.619979 5.524999 -0.075 -1.080 0.510 -0.431
C -7.769731 32.176751 6.935778 -0.368 -2.076 0.414 -0.589
C -9.167428 31.535504 7.106090 -0.017 1.107 -1.875 -0.751
C -10.305208 32.424033 6.565428 -0.869 0.206 2.188 -0.327
C -11.635469 31.711515 6.875818 0.993 -0.029 -0.620 -1.230
H -8.359287 31.077004 4.219710 -0.186 0.435 -0.170 0.374
H -6.887522 30.515653 4.829906 0.362 0.183 0.649 0.127
H -6.805023 31.764813 3.647912 -0.309 -0.058 -0.322 0.293
H -6.402635 33.052818 5.580944 -0.049 0.260 -0.225 0.309
H -8.133031 33.362824 5.207092 0.274 0.188 -0.244 0.343
H -7.523077 32.860746 7.747822 -0.337 0.494 -0.272 0.447
H -7.221051 31.273610 7.202966 1.129 0.110 -0.167 0.093
H -9.285120 30.635368 6.502750 0.648 -0.369 -0.169 0.258
H -9.238970 31.159805 8.126791 -0.600 0.568 0.187 0.481
H -10.304296 33.345227 7.148092 0.132 0.361 -0.079 0.309
H -10.289892 32.715584 5.515251 0.559 -0.317 -0.022 0.305
H -12.486877 32.391950 6.890014 -0.045 -0.274 0.019 0.372
H -11.711035 30.965039 6.085135 -0.664 -0.208 0.119 0.265
H -11.476824 31.186484 7.817773 -0.599 0.085 0.101 0.302
```
Positions in Å, forces in eV/Å.

A 9-piece molecular cluster, C17H43N2O12 overall, computed with ωB97M-V/def2-TZVPD.

The charge is -1. The orbital gap is 6.1 eV. For the HOMO energy, the calculation gives -4.3523 eV.

Structure (XYZ):
```
74
Properties=species:S:1:pos:R:3:forces:R:3:mulliken_charge:R:1
C 1.744962 -1.754846 1.354072 0.398 -0.123 0.178 0.279
C 2.740152 -1.117853 1.590258 -0.757 0.422 0.304 -0.161
C 3.745128 -0.171994 2.122319 0.652 -1.001 0.181 -1.202
N 3.161114 0.904280 2.914900 -0.875 -0.586 -0.293 -0.106
C 2.372795 1.877308 2.176792 0.036 1.586 0.491 -0.533
C 3.078278 2.487858 0.928183 0.378 -0.184 -1.015 0.156
O 3.222857 1.813912 -0.113579 -0.705 -1.183 0.039 -0.697
O 3.492459 3.635412 1.070093 0.349 1.343 1.000 -0.798
N 1.011433 1.379134 1.885634 0.156 -0.097 0.051 1.204
C 0.162202 1.427482 3.047976 -0.879 -0.922 0.651 0.347
C -0.600090 0.139510 3.381666 0.059 0.377 -1.087 -0.858
O -0.013530 2.395608 3.736419 0.500 0.494 -0.006 -0.530
C 0.384983 2.075350 0.783240 0.080 -0.558 -1.190 0.158
C 0.044990 1.199477 -0.416165 -0.150 -0.942 0.837 -0.729
O 0.118675 3.243903 0.794037 -0.260 0.479 0.372 -0.556
H 0.834048 -2.313583 1.235959 0.347 0.098 -0.149 0.274
H 4.432008 0.157779 1.334897 -0.336 0.185 -0.139 0.353
H 4.357788 -0.774531 2.810214 -0.027 0.164 0.001 0.472
H 3.860898 1.364563 3.474615 0.140 0.171 -0.222 0.397
H 2.256766 2.738030 2.848511 0.152 -0.127 -0.057 0.475
H -0.473150 -0.115164 4.441275 -0.110 0.087 -0.557 0.338
H -1.650628 0.358844 3.143475 0.040 -0.055 0.294 0.343
H -0.284581 -0.641105 2.688360 0.068 -0.169 0.410 -0.088
H -1.007206 1.324060 -0.691751 0.185 0.381 -0.205 0.197
H 0.738861 1.342657 -1.243857 -0.062 0.328 0.102 0.313
H 0.152064 0.156216 -0.099007 0.140 0.123 -0.145 -0.019
C -3.374750 3.392997 -0.929468 -0.213 -0.086 0.297 -0.512
O -4.096194 2.166946 -0.787685 0.025 -0.034 -0.220 -0.490
H -2.659531 3.280441 -1.739986 -0.009 -0.095 0.021 0.239
H -4.062892 4.208997 -1.167921 0.113 0.088 -0.026 0.342
H -2.836572 3.618094 -0.006539 0.121 0.137 -0.112 0.174
H -4.719629 2.284263 -0.067108 0.027 -0.045 0.047 0.271
C -2.295265 -2.209440 0.858342 0.028 -0.495 0.328 -0.443
O -1.298160 -2.961880 1.557661 0.064 0.159 0.137 -0.502
H -1.937552 -1.190226 0.740014 0.085 -0.042 0.007 0.108
H -2.464001 -2.643755 -0.118582 -0.068 0.112 -0.057 0.295
H -3.229654 -2.200371 1.430659 -0.016 0.136 -0.029 0.344
H -1.621395 -3.859988 1.655956 0.025 -0.018 -0.001 0.259
C -2.336176 -1.187973 -3.138251 -0.272 0.117 0.170 -0.227
O -2.910936 -1.667623 -1.921909 -0.055 0.000 -0.400 -0.459
H -1.295439 -1.492883 -3.165648 -0.026 -0.044 0.033 0.103
H -2.859504 -1.619827 -3.996667 0.126 0.043 -0.102 0.072
H -2.394856 -0.096948 -3.177894 0.047 -0.004 -0.094 0.257
H -3.831879 -1.393221 -1.904041 0.024 0.096 0.051 0.230
C 1.395290 -3.057928 -5.021631 -0.266 -0.091 0.021 -0.601
O 0.129477 -2.913706 -4.387893 0.223 -0.093 -0.004 -0.371
H 2.036676 -2.244674 -4.689835 -0.049 0.002 0.064 0.230
H 1.854645 -4.012020 -4.745136 0.136 0.038 -0.079 0.234
H 1.284575 -3.008323 -6.108858 0.141 -0.011 -0.020 0.315
H -0.428429 -3.638537 -4.689729 -0.220 0.145 -0.016 0.197
C 3.813509 -3.550202 -2.028400 -0.411 0.024 0.027 -0.655
O 2.706974 -2.773725 -1.601337 0.172 -0.092 -0.168 -0.349
H 4.723474 -3.037219 -1.725859 -0.041 0.048 0.028 0.233
H 3.789606 -4.541082 -1.562686 0.164 -0.047 -0.062 0.306
H 3.809754 -3.659109 -3.118806 0.176 -0.082 0.000 0.209
H 1.907550 -3.234395 -1.872358 -0.104 0.121 0.028 0.233
C -3.552613 -3.371976 -6.488015 0.013 -0.246 0.085 -0.616
O -2.606063 -4.144463 -5.755826 0.113 0.044 -0.020 -0.433
H -3.165708 -2.360509 -6.581147 0.060 -0.030 0.047 0.230
H -3.697850 -3.794422 -7.485736 -0.068 0.116 -0.040 0.304
H -4.509068 -3.343322 -5.959976 -0.040 0.106 -0.079 0.266
H -2.958005 -5.034819 -5.679122 0.039 -0.023 0.061 0.261
C 1.360109 0.606115 7.106222 0.097 0.114 -0.394 -0.684
O 1.100710 0.296288 5.746175 0.275 -0.031 0.624 -0.375
H 0.704083 -0.001935 7.726702 -0.013 -0.021 -0.036 0.231
H 2.401152 0.380565 7.358190 -0.021 0.023 0.173 0.244
H 1.158757 1.663603 7.300868 0.016 -0.015 0.159 0.280
H 1.688195 0.844593 5.211480 -0.056 -0.155 -0.270 0.230
C -0.345011 6.718383 1.473561 0.030 -0.347 0.102 -0.497
O -0.883235 5.847329 2.456465 -0.206 0.232 -0.068 -0.538
H -0.479488 7.743960 1.816513 -0.037 -0.018 0.043 0.248
H 0.721153 6.522492 1.335208 -0.001 0.078 -0.128 0.248
H -0.866851 6.589030 0.519914 0.098 0.116 -0.079 0.189
H -0.752261 4.950095 2.131586 0.239 -0.219 0.106 0.340
```
Positions in Å, forces in eV/Å.

Record-wise max |F| values, in hartree/bohr: 0.0412; 0.0626; 0.0333